Entry from the OMol25 dataset: a 2-piece molecular cluster, C4H9PS overall at a distorted geometry (ωB97M-V with the def2-TZVPD basis set).

The geometry in XYZ format:
```
15
Properties=species:S:1:pos:R:3:lowdin_charge:R:1
C -0.63986 0.65225 0.37386 -0.27
C -0.41022 -0.79983 0.85489 -0.19
C 0.67916 1.43755 0.06798 -0.34
C 0.61750 -1.39886 -0.30570 -0.33
P 1.70399 0.04229 -0.49148 0.26
S 3.38465 -0.03558 0.38355 0.20
H -1.27868 0.61389 -0.59076 0.14
H -1.13605 1.21096 1.05693 0.06
H 0.02692 -0.78652 1.81103 0.08
H -1.28096 -1.41087 0.81259 0.09
H 0.41775 2.24088 -0.56709 0.07
H 1.03931 1.76647 1.04015 0.08
H 1.22612 -2.15806 0.12078 0.05
H 0.02093 -1.31931 -1.26063 0.07
H 1.50198 -0.00819 -2.85038 0.04
```

* multiplicity: 1
* Kohn-Sham gap (alpha / beta): 7.70 / 7.61 eV
* strongest force on any atom: 4.3 eV Å⁻¹
* HOMO level (alpha / beta): -8.484 / -8.342 eV
* LUMO (alpha / beta): -0.7804 / -0.7370 eV



Entry from the OMol25 dataset: C43H36AsN4O3PPd as an isolated structure at a distorted geometry (ωB97M-V with the def2-TZVPD basis set).

The geometry in XYZ format:
```
89
Properties=species:S:1:pos:R:3:mulliken_spin:R:1
Pd -1.58445 1.18229 0.31003 0.01
C -4.71280 -10.22921 -2.00531 0.01
O -5.62265 -9.53422 -2.88871 0.07
C -5.76221 -8.19932 -2.64015 0.21
C -6.82246 -7.52375 -3.37068 -0.06
C -6.77098 -6.15910 -3.36202 0.12
C -6.17266 -5.35009 -2.24541 0.07
C -5.46257 -6.11488 -1.36071 0.24
C -5.22134 -7.53487 -1.54325 -0.05
N -6.16360 -4.04508 -2.25642 0.78
N -5.97274 -3.23274 -1.10025 0.55
C -5.01236 -2.27885 -1.40976 0.16
C -4.31888 -2.30011 -2.49917 0.00
C -3.28395 -1.25836 -2.66900 0.39
C -3.05963 -0.21865 -1.58343 0.15
O -2.16078 0.63557 -1.58655 0.22
C -3.85527 -0.50366 -0.41067 0.03
N -3.50119 0.45810 0.68287 0.03
C -4.12993 0.37316 1.90770 -0.01
C -5.19840 -0.57883 2.06290 0.01
C -5.48579 -1.42890 0.96023 0.03
C -4.74852 -1.53761 -0.21130 0.06
H -4.62360 -11.23484 -2.31309 0.00
H -5.16188 -10.32548 -1.02512 0.00
H -3.78157 -9.69571 -1.93416 0.00
H -7.47559 -8.09000 -4.06961 0.00
H -7.47228 -5.68265 -3.99868 0.00
H -5.11682 -5.57630 -0.49573 0.00
H -4.67556 -8.19766 -0.86449 0.00
H -4.80508 -2.80707 -3.35322 0.00
H -3.13394 -0.94815 -3.73083 0.00
H -3.54202 1.10708 2.52229 0.00
H -5.63259 -0.52803 3.05386 0.00
H -6.32800 -2.08327 1.21985 0.01
O 0.55588 1.42086 3.74162 0.00
C -0.36411 1.59910 2.98284 0.00
N -1.23523 1.92854 2.27959 0.00
C 1.41046 3.06735 0.84427 0.03
C 2.81716 3.37759 0.31288 0.07
As 3.85970 4.39249 1.59895 0.64
C 5.65283 4.60656 1.13338 0.01
C 6.22079 4.04773 -0.02841 0.04
C 7.57661 3.84919 -0.25289 -0.02
C 8.50418 4.22689 0.74575 0.06
C 7.99817 4.83405 1.88353 -0.02
C 6.61740 4.98801 2.11486 0.05
C 3.73649 3.72103 3.36996 0.10
C 4.88757 3.26127 4.04639 0.03
C 4.83586 3.04089 5.40952 -0.01
C 3.64180 3.32901 6.10706 0.05
C 2.50956 3.76808 5.40558 -0.01
C 2.56780 3.97902 4.05702 0.03
P 0.53245 1.86385 -0.19401 0.00
C 1.54075 0.37344 -0.14106 0.02
C 1.43272 -0.61584 -1.14458 0.00
C 2.10908 -1.83583 -0.96298 0.00
C 2.80791 -1.99035 0.26352 0.00
C 2.95539 -0.97437 1.18521 0.00
C 2.27628 0.19029 1.04431 -0.01
C 0.58493 2.49687 -1.86645 -0.01
C -0.43085 3.36864 -2.21886 0.00
C -0.66721 3.76497 -3.52399 0.00
C 0.24431 3.27463 -4.49694 0.00
C 1.34210 2.53158 -4.11066 0.00
C 1.54826 2.19537 -2.79978 0.00
H 0.72852 3.98842 0.87358 0.00
H 1.47894 2.67695 1.89326 -0.02
H 2.94115 3.93385 -0.61054 -0.02
H 3.41262 2.45290 0.20831 0.02
H 5.63054 3.69152 -0.86314 0.00
H 7.81397 3.38796 -1.17267 0.00
H 9.58198 4.20134 0.61500 0.00
H 8.68131 5.20622 2.62955 0.00
H 6.32220 5.45529 3.09962 0.00
H 5.74840 3.00798 3.46974 0.00
H 5.70603 2.66880 5.96351 0.00
H 3.60930 3.29728 7.21941 0.00
H 1.73944 4.08434 6.12903 0.00
H 1.68633 4.35281 3.45883 -0.03
H 0.91889 -0.40802 -2.06330 0.00
H 2.05174 -2.61843 -1.71026 0.00
H 3.16492 -2.96837 0.65793 0.00
H 3.49574 -1.18807 2.08156 0.00
H 2.23179 0.93127 1.85729 0.00
H -1.17559 3.56849 -1.48614 0.00
H -1.54616 4.33576 -3.83626 0.00
H 0.08458 3.51270 -5.50874 0.00
H 2.06518 2.24623 -4.87242 0.00
H 2.33120 1.54306 -2.61081 0.00
```

* multiplicity: 5
* Kohn-Sham gap (alpha / beta): 6.05 / 5.70 eV
* strongest force on any atom: 6.7 eV Å⁻¹
* net charge: +2
* HOMO level (alpha / beta): -11.428 / -13.214 eV
* LUMO (alpha / beta): -5.3832 / -7.5133 eV



Entry from the OMol25 dataset: the molecule C4H8N2OS at a distorted geometry (ωB97M-V with the def2-TZVPD basis set).

The geometry in XYZ format:
```
16
Properties=species:S:1:pos:R:3:lowdin_charge:R:1
C 0.03082 1.03946 -0.44162 -0.53
C 0.96669 -1.14313 -0.69397 -0.86
C -0.45067 -0.68535 1.38487 -0.05
C -0.28771 -0.41394 -0.17459 -0.31
N -0.70231 1.57389 -1.45414 0.22
N 2.08509 -0.80472 -0.10118 0.10
O 0.84091 1.61614 0.24867 0.06
S 0.84153 -2.01662 -2.12713 0.59
H 0.45159 -0.56811 1.96493 0.06
H -1.20959 0.09963 1.70341 0.10
H -0.82312 -1.73316 1.63195 0.10
H -1.18530 -0.90232 -0.75606 0.14
H -1.27668 0.94172 -2.00943 0.12
H -0.67283 2.43947 -1.74317 0.04
H 2.16725 0.15471 0.21566 0.10
H 2.97617 -1.16650 -0.45309 0.12
```

* multiplicity: 1
* Kohn-Sham gap: 8.73 eV
* SMILES: C[C@@H](C(N)=O)C(N)=S
* strongest force on any atom: 6.1 eV Å⁻¹
* HOMO level: -8.318 eV
* LUMO: 0.4171 eV



Entry from the OMol25 dataset: C5H10O3Rb as an isolated structure at a distorted geometry (ωB97M-V with the def2-TZVPD basis set).

The geometry in XYZ format:
```
19
Properties=species:S:1:pos:R:3:lowdin_charge:R:1
O -1.16942 -2.88421 1.56752 -0.54
C -0.79765 -3.10112 2.88224 -0.53
C -0.82073 -1.80551 3.71754 -0.53
O -0.11673 -0.77739 3.11568 -0.54
C 0.67791 3.54610 -1.44208 0.03
C 0.72251 2.70076 -2.47048 -0.25
O 0.48707 1.37068 -2.32538 -0.19
C 0.64475 0.55828 -3.48305 -0.08
Rb -0.31358 -0.51894 0.33831 0.86
H 0.24365 -3.51279 2.95462 0.07
H -1.44682 -3.85049 3.40485 0.06
H -0.44148 -2.05610 4.74147 0.06
H -1.90090 -1.53754 3.86235 0.07
H 0.38178 3.21989 -0.44329 0.07
H 0.91396 4.59529 -1.61775 0.05
H -0.08102 -0.25637 -3.38692 0.09
H 0.43610 1.14011 -4.39156 0.09
H 1.66244 0.14586 -3.52661 0.10
H 0.91816 3.02348 -3.49746 0.11
```

* multiplicity: 1
* Kohn-Sham gap: 3.32 eV
* strongest force on any atom: 1.6 eV Å⁻¹
* net charge: -1
* HOMO level: -1.411 eV
* LUMO: 1.9056 eV



Entry from the OMol25 dataset: C43H48AsN3P2S3Tl as an isolated structure (ωB97M-V with the def2-TZVPD basis set).

The geometry in XYZ format:
```
101
Properties=species:S:1:pos:R:3:lowdin_charge:R:1
Tl -2.29753 -0.29105 0.18079 0.81
S -1.49357 1.62695 2.38090 0.28
P -0.48989 2.07958 0.71934 0.37
C -0.98658 1.15890 -0.65753 -0.70
P -1.36953 1.87719 -2.19979 0.35
S -3.20161 2.47459 -2.56548 0.25
C -0.16041 3.21448 -2.57953 -0.32
C -0.62268 4.47647 -2.92913 -0.11
C 0.27090 5.47278 -3.30027 -0.09
C 1.63285 5.21492 -3.32869 -0.10
C 2.10103 3.95193 -2.98991 -0.09
C 1.20774 2.95745 -2.62533 -0.09
C -0.80680 0.68106 -3.47544 -0.34
C -1.17112 0.89041 -4.80241 -0.10
C -0.67411 0.06953 -5.80256 -0.09
C 0.18649 -0.97393 -5.48499 -0.10
C 0.54740 -1.19136 -4.16289 -0.09
C 0.05517 -0.36331 -3.16209 -0.11
C -0.56973 3.87885 0.43887 -0.33
C 0.55821 4.67348 0.25561 -0.09
C 0.42576 6.04365 0.08048 -0.09
C -0.83368 6.62518 0.07626 -0.10
C -1.96163 5.83463 0.24847 -0.08
C -1.83145 4.46836 0.43725 -0.10
C 1.28678 1.80423 1.07767 -0.36
C 1.83176 2.19684 2.30009 -0.11
C 3.17143 1.97101 2.57462 -0.09
C 3.98193 1.34751 1.63083 -0.11
C 3.44465 0.94769 0.41659 -0.11
C 2.09972 1.17459 0.14530 -0.14
H -1.68934 4.66128 -2.90257 0.06
H -0.10221 6.45509 -3.56249 0.10
H 2.32936 5.99220 -3.61924 0.10
H 3.16248 3.73750 -3.01994 0.10
H 1.58010 1.96791 -2.39533 0.09
H -1.86377 1.69035 -5.03481 0.09
H -0.96486 0.23798 -6.83236 0.10
H 0.57062 -1.61784 -6.26758 0.09
H 1.21116 -2.00918 -3.90620 0.10
H 0.31355 -0.53893 -2.12361 0.06
H 1.54453 4.22931 0.24354 0.10
H 1.30893 6.65208 -0.06755 0.10
H -0.93846 7.69388 -0.06617 0.10
H -2.94795 6.28036 0.23746 0.10
H -2.70991 3.85026 0.57751 0.10
H 1.18873 2.65687 3.04038 0.09
H 3.58315 2.26890 3.53068 0.10
H 5.02720 1.16601 1.85059 0.10
H 4.06608 0.45054 -0.31890 0.10
H 1.65105 0.81870 -0.77362 0.06
C -0.93584 -3.85774 -1.87042 -0.02
C -1.98083 -3.04438 -2.54852 -0.41
N -2.47021 -1.91838 -2.09885 0.08
C -3.38367 -1.48219 -3.03656 -0.15
C -3.43405 -2.36399 -4.06526 -0.08
N -2.53689 -3.36360 -3.74177 0.10
H -0.32818 -3.19294 -1.25705 0.03
H -0.28280 -4.34800 -2.59448 0.08
H -1.37171 -4.62165 -1.22284 0.08
H -3.92629 -0.56091 -2.90453 0.07
H -4.01435 -2.38275 -4.96917 0.11
H -2.31276 -4.17164 -4.29404 0.15
S -6.94880 -1.79381 -1.04473 0.39
C -5.61651 -0.89279 -0.74129 -1.01
N -4.66149 -0.25149 -0.53518 -0.03
C 3.73045 -2.61926 0.47563 -0.33
As 1.81427 -2.19219 0.55304 1.17
C 1.23391 -4.04348 0.86600 -0.33
C 1.59312 -1.48824 2.39189 -0.31
C 2.38044 -2.12220 3.49406 -0.28
C 3.75685 -1.91957 3.60377 -0.07
C 4.48315 -2.48303 4.64182 -0.09
C 3.84855 -3.26387 5.59829 -0.11
C 2.47852 -3.46125 5.51151 -0.09
C 1.75471 -2.89125 4.47337 -0.04
H 4.05564 -3.21606 1.32624 0.02
H 4.32364 -1.70683 0.41822 0.00
H 3.88647 -3.18646 -0.44334 0.02
H 1.64715 -4.45074 1.79015 0.03
H 1.59408 -4.64053 0.02402 0.02
H 0.14809 -4.10540 0.88345 -0.01
H 0.52170 -1.60097 2.57681 0.05
H 1.77656 -0.41317 2.34834 0.04
H 4.26042 -1.28872 2.88203 0.09
H 5.54929 -2.30448 4.70819 0.10
H 4.41640 -3.70365 6.40824 0.09
H 1.96483 -4.05383 6.25811 0.10
H 0.68341 -3.03988 4.41838 0.09
C -1.93876 -3.18408 2.99257 -0.09
C -2.61692 -1.81957 3.01079 -0.53
C -3.67397 -1.78424 4.11705 -0.09
C -3.27195 -1.49675 1.66952 -0.30
H -1.60816 -3.47061 3.99488 0.07
H -1.06528 -3.20373 2.33981 0.04
H -2.63355 -3.95276 2.64408 0.08
H -1.87248 -1.05144 3.24684 0.07
H -4.46347 -2.51329 3.91285 0.08
H -4.13970 -0.80001 4.17895 0.08
H -3.23832 -2.01786 5.09176 0.07
H -4.11483 -0.82186 1.83222 0.03
H -3.71180 -2.37829 1.19832 0.06
```

* multiplicity: 1
* Kohn-Sham gap: 6.92 eV
* strongest force on any atom: 0.6 eV Å⁻¹
* net charge: -1
* HOMO level: -4.735 eV
* LUMO: 2.1836 eV



Entry from the OMol25 dataset: C6H8O5Y as an isolated structure at a distorted geometry (ωB97M-V with the def2-TZVPD basis set).

The geometry in XYZ format:
```
20
Properties=species:S:1:pos:R:3:lowdin_charge:R:1
Y -2.27777 -2.13978 1.89268 2.35
O -1.09190 -2.12988 0.10102 -0.11
O 1.02982 -1.59923 -0.42897 0.05
C 1.67238 -1.02615 -1.56697 -0.07
C 0.52932 -0.91149 -2.57257 -0.05
O -0.63657 -0.89647 -1.74437 0.05
C -0.30765 -1.25045 -0.45048 -0.62
H 2.09678 -0.04836 -1.30071 0.14
H 2.47055 -1.70302 -1.88605 0.16
H 0.47386 -1.77808 -3.24251 0.16
H 0.56176 0.01637 -3.15379 0.16
O -1.09332 0.09950 1.57181 -0.04
C -0.98583 1.38235 2.29253 0.02
C -0.05067 2.17407 1.37261 0.05
O 0.17835 1.24245 0.26036 0.21
C -0.43307 0.16140 0.45843 -0.12
H -1.99800 1.78678 2.36629 0.16
H -0.56612 1.15999 3.27605 0.16
H 0.92851 2.38647 1.80881 0.17
H -0.50045 3.07353 0.94584 0.17
```

* multiplicity: 1
* Kohn-Sham gap: 5.58 eV
* strongest force on any atom: 6.2 eV Å⁻¹
* net charge: +3
* HOMO level: -20.569 eV
* LUMO: -14.9902 eV



One value per record, in order, for M: 120.157, 869.102, 132.188, 203.600, 1044.332, 249.031 g/mol.